Record 1
DFT (ωB97M-V/def2-TZVPD) results for an isolated molecule of C14H14N4S at a distorted geometry.

As for the energy above the lowest of the compared OMol25 structures with the same formula, charge and spin: 1.1597 eV. Its SMILES is S=C1N=C(C2CCCCC2)c2c3ccnc-3ncn21.

Geometry as ORCA input:
```
! RIJCOSX wB97M-V def2-TZVPD def2/J DEFGRID3
* xyz 0 1
S 1.95973 -2.99532 3.30178
C 1.01626 -2.01839 2.33963
N 1.28833 -1.75296 0.98677
C 0.38000 -0.88843 0.59327
C 0.36212 -0.27691 -0.80832
C 1.01896 -1.19236 -1.91601
C 0.99108 -0.55415 -3.31013
C 1.66610 0.82508 -3.28420
C 1.01572 1.76790 -2.22986
C 1.08229 1.10007 -0.79756
C -0.50838 -0.59664 1.73232
C -1.63261 0.18047 1.89427
C -2.38408 1.00960 1.00328
C -3.32405 1.58453 1.82852
N -3.23861 1.13517 3.14683
C -2.24077 0.28950 3.20855
N -1.72372 -0.44216 4.29609
C -0.73598 -1.29454 4.05780
N -0.06844 -1.32192 2.80638
H -0.66824 -0.15138 -1.12363
H 0.51563 -2.19165 -1.97369
H 2.08022 -1.31297 -1.63659
H -0.06814 -0.48298 -3.63900
H 1.49659 -1.23640 -4.00184
H 2.70628 0.71435 -3.06118
H 1.59682 1.31507 -4.21585
H -0.00804 1.97216 -2.53453
H 1.55639 2.74421 -2.22146
H 0.58618 1.79121 -0.09132
H 2.13250 0.90359 -0.51722
H -2.32192 1.10109 -0.10676
H -4.05997 2.27952 1.44837
H -0.46824 -2.00437 4.82526
*
```


Record 2
DFT (ωB97M-V/def2-TZVPD) results for a structure of composition C14H14NO3ReS6SbSe.

Its electronic energy is -161397.294 eV.

Geometry as ORCA input:
```
! RIJCOSX wB97M-V def2-TZVPD def2/J DEFGRID3
* xyz 1 1
Re 1.41613 -0.24856 1.58460
O -1.14985 -0.28010 -1.52632
C 0.00706 -0.57072 -1.01576
O 0.56366 0.26962 -0.26395
C 0.60445 -1.83291 -1.46435
C -0.00799 -2.50358 -2.52724
C 0.56762 -3.63173 -3.07789
C 1.77775 -4.09299 -2.57944
C 2.39444 -3.43849 -1.52549
C 1.81479 -2.31885 -0.94080
S 2.68223 -1.67043 0.46909
H -0.93471 -2.12065 -2.92965
H 0.08100 -4.14141 -3.89736
H 2.24383 -4.97067 -3.00692
H 3.33075 -3.81055 -1.13067
S 6.52594 0.45839 3.14863
Sb 5.01060 -1.37086 3.06505
S 1.56617 -1.13490 3.73350
S 3.04911 0.17458 3.24856
S 6.00782 -0.43031 5.00405
C 1.76942 3.54309 2.50773
S 0.23420 2.71515 2.90274
C 0.54052 2.30227 4.61673
O 0.26233 1.40810 2.09207
H 1.81222 4.45844 3.09809
H 1.73886 3.79130 1.44911
H 2.61371 2.89521 2.73286
H 0.48437 3.23718 5.17571
H 1.51037 1.82970 4.74562
H -0.25971 1.63808 4.93613
Se -1.87438 1.36572 -1.01403
C -3.45184 1.04145 -2.03056
C -3.81000 1.93322 -3.02905
C -5.00194 1.70210 -3.70902
N -5.78819 0.66148 -3.47087
C -5.42250 -0.19288 -2.51878
C -4.27609 -0.04164 -1.75491
H -3.18492 2.77605 -3.28985
H -5.32336 2.38265 -4.48882
H -6.08509 -1.03318 -2.34711
H -4.03877 -0.74836 -0.97142
*
```


Record 3
DFT (ωB97M-V/def2-TZVPD) results for a structure of composition C14H15BrN2PtS3 at a distorted geometry.

As for the energy above the lowest of the compared OMol25 structures with the same formula, charge and spin: 0.2008 eV.

Geometry as ORCA input:
```
! RIJCOSX wB97M-V def2-TZVPD def2/J DEFGRID3
* xyz 0 1
Pt -0.27826 0.00164 -0.30800
C 3.96385 -0.17614 1.48421
C 2.49102 -0.37764 1.22641
S 1.98773 -0.22711 -0.45669
C 1.60467 -0.69466 2.16773
C 1.91874 -0.88305 3.62366
S -0.09959 -0.94826 1.76467
H 4.46283 0.15196 0.57312
H 4.44511 -1.09927 1.81488
H 4.13273 0.58473 2.24821
H 2.99086 -0.85115 3.81182
H 1.53789 -1.84481 3.97688
H 1.43949 -0.10692 4.22574
Br 0.04299 6.90598 -1.04057
C -0.05981 5.02366 -0.98257
C -1.04643 4.40839 -0.23317
C -1.09750 3.02535 -0.24380
N -0.24525 2.27481 -0.93898
C 0.71269 2.88184 -1.63682
C 0.84791 4.25844 -1.69191
H -1.76197 4.98082 0.33811
H -1.84945 2.49671 0.32805
H 1.40115 2.23634 -2.16659
H 1.63296 4.71341 -2.27743
S -2.67910 -0.09147 -0.56035
C -2.48024 -1.74228 -1.02678
N -2.23849 -2.68534 -0.08237
C -2.16066 -4.00545 -0.32001
C -2.36508 -4.48998 -1.57784
C -2.62920 -3.56739 -2.60068
C -2.67536 -2.22302 -2.33546
H -2.03361 -2.33545 0.85182
H -1.93685 -4.62851 0.53303
H -2.32067 -5.55062 -1.76913
H -2.79331 -3.92181 -3.61007
H -2.86178 -1.49375 -3.10914
*
```


Record 4
DFT (ωB97M-V/def2-TZVPD) results for a cluster of 2 separate species, C14H15Cl2N4O3 in total at a distorted geometry.

Its electronic energy is -51907.160 eV.

Geometry as ORCA input:
```
! RIJCOSX wB97M-V def2-TZVPD def2/J DEFGRID3
* xyz -1 1
C 3.81857 -3.90271 0.56851
C 2.67456 -2.89491 0.44538
Cl 1.69892 -2.69080 1.88942
C 2.42900 -2.22272 -0.67819
Cl 3.38021 -2.39487 -2.14725
C 1.24983 -1.27373 -0.73365
C 0.20210 -1.67054 -1.52470
C -0.96899 -0.85363 -1.62447
C -1.01797 0.31589 -0.91058
C -2.29971 1.16274 -0.99869
C -3.19412 0.83202 0.23236
C -3.36420 -0.66582 0.54911
N -3.98023 -1.44843 -0.55881
C 0.07355 0.76947 -0.09793
N -0.07534 1.96717 0.55042
C 1.00256 2.28550 1.22269
C 2.18357 1.47105 1.31795
N 2.32059 0.30511 0.73614
C 1.22497 -0.03747 -0.01278
H 3.33837 -4.90071 0.52887
H 4.50546 -3.85569 -0.28203
H 4.30088 -3.79708 1.54859
H 0.27519 -2.61935 -2.06088
H -1.82253 -1.15438 -2.23700
H -2.79231 0.97501 -1.96337
H -2.01920 2.22456 -0.92018
H -4.20394 1.26381 0.13699
H -2.71863 1.30442 1.11033
H -2.43258 -1.15880 0.87104
H -4.06150 -0.73499 1.40640
H -4.70170 -2.02230 -0.12824
H -3.32161 -2.13708 -0.91562
H 1.00168 3.24620 1.75602
H 3.01042 1.84218 1.93343
N 1.07009 5.62209 0.24467
O 1.85745 5.43297 -0.70501
O -0.15503 5.44518 0.08625
O 1.51163 5.97064 1.36475
*
```


Record 5
DFT (ωB97M-V/def2-TZVPD) results for a structure of composition C14H15I2NO6Si at a distorted geometry.

Its electronic energy is -52608.942 eV.

Geometry as ORCA input:
```
! RIJCOSX wB97M-V def2-TZVPD def2/J DEFGRID3
* xyz -2 1
C 2.62431 -2.06827 0.82996
Si 2.64832 -0.75926 -0.59788
C 1.83693 -1.60381 -2.11035
C 4.51673 -0.34822 -0.97337
O 1.80616 0.62300 0.01093
C 1.88642 1.76759 -0.87627
C 0.35616 2.32806 -1.12469
C -0.62595 1.37935 -0.25221
C -0.92431 1.63572 1.27203
C -1.85786 0.64020 2.04374
I -2.33087 0.88083 4.13905
C -2.41390 -0.54999 1.21823
C -2.17658 -0.84585 -0.30423
C -1.24921 0.18368 -1.00735
C -2.89533 -2.14744 -0.81213
O -3.00296 -2.65291 -1.97378
N -3.42933 -2.70626 0.48390
I -2.19808 -4.36790 0.68754
C -3.33670 -1.76358 1.64475
O -3.87306 -1.85652 2.78333
H 2.94287 -1.53358 1.78930
H 1.55449 -2.47886 0.95511
H 3.31842 -2.91534 0.50501
H 0.71886 -1.41627 -2.23304
H 1.95454 -2.74736 -1.96532
H 2.39588 -1.36547 -3.09189
H 4.72070 0.63731 -0.40432
H 5.12275 -1.21468 -0.52481
H 4.66028 -0.24398 -2.10391
H 2.44920 1.57505 -1.85348
H 2.40363 2.60647 -0.26488
H 0.14213 2.18973 -2.24034
H 0.29884 3.42408 -0.81638
H -0.42765 2.53989 1.75040
H -1.00539 0.00527 -2.12000
C -4.17673 3.32290 1.92000
O -4.73783 4.03150 2.77838
O -2.96513 3.44732 1.54977
O -4.73078 2.36759 1.28924
*
```


Record 6
DFT (ωB97M-V/def2-TZVPD) results for an isolated molecule of C14H15N3OS at a distorted geometry.

As for the energy above the lowest of the compared OMol25 structures with the same formula, charge and spin: 4.0077 eV. Its SMILES is Cc1cc(-c2ccccc2OCC2=NCCN2)sn1.

Geometry as ORCA input:
```
! RIJCOSX wB97M-V def2-TZVPD def2/J DEFGRID3
* xyz 0 1
C 4.92748 0.28769 -0.18253
C 3.50624 0.83929 -0.27509
C 2.48321 0.81051 -1.28529
C 1.26386 1.10986 -0.76127
C 0.03365 0.97217 -1.64044
C 0.22892 0.87770 -3.04683
C -0.84065 1.03719 -3.86196
C -2.17317 0.88809 -3.27757
C -2.27362 0.76606 -1.87673
C -1.18216 0.91533 -1.05379
O -1.35163 1.13572 0.26226
C -2.44146 0.41121 0.88536
C -1.93272 -0.74520 1.73150
N -1.50870 -1.85166 1.27021
C -0.95265 -2.70181 2.33361
C -1.16776 -1.94476 3.61568
N -1.74376 -0.66805 3.10719
S 1.44171 1.65503 0.84193
N 3.07743 1.15519 0.94650
H 5.50108 0.98151 -0.88500
H 5.13810 -0.79618 -0.31428
H 5.41651 0.43354 0.87971
H 2.54287 0.37481 -2.24474
H 1.16654 1.04140 -3.63768
H -0.55215 1.07337 -4.89521
H -3.15803 0.84612 -3.88225
H -3.21191 0.65182 -1.48225
H -2.84317 1.27496 1.49233
H -3.18861 0.06816 0.24184
H 0.12696 -2.80726 2.32375
H -1.52902 -3.60953 2.38646
H -2.08428 -2.36348 4.16013
H -0.27985 -1.87237 4.34948
H -2.43927 -0.24644 3.77496
*
```


Record 7
DFT (ωB97M-V/def2-TZVPD) results for an isolated molecule of C14H15N5O6S at a distorted geometry.

Its electronic energy is -45332.299 eV. Its SMILES is O=C1NC(=O)C(=NNc2ccc(S(=O)(=O)N3CCOCC3)cc2)C(=O)N1.

Geometry as ORCA input:
```
! RIJCOSX wB97M-V def2-TZVPD def2/J DEFGRID3
* xyz 0 1
O -8.80717 -0.40633 0.01612
C -7.60844 -0.32076 0.00753
N -6.77483 -1.41330 -0.00529
C -5.38526 -1.43460 -0.01565
O -4.78732 -2.48085 -0.02720
C -4.76561 -0.10147 -0.01085
N -3.46193 -0.08689 -0.01802
N -2.76570 0.99699 -0.01361
C -1.37974 0.95556 -0.01980
C -0.66931 2.15652 -0.00169
C 0.71187 2.12831 -0.00680
C 1.37516 0.91354 -0.02997
S 3.17106 0.97086 -0.05281
O 3.59214 1.66027 1.13326
O 3.56163 1.50720 -1.32550
N 3.58116 -0.65388 0.04244
C 4.20646 -1.21247 -1.14298
C 5.70799 -0.91531 -1.14623
O 6.31904 -1.37547 0.03921
C 5.74913 -0.76887 1.17836
C 4.24904 -1.06094 1.26549
C 0.67742 -0.28006 -0.04901
C -0.70447 -0.26573 -0.04303
C -5.59345 1.10552 0.00165
O -5.14107 2.24096 0.00523
N -6.95232 0.89634 0.00925
H -7.23398 -2.31792 -0.00820
H -3.23228 1.91312 -0.00382
H -1.20031 3.09644 0.01641
H 1.29229 3.03661 0.00901
H 3.73130 -0.76291 -2.01331
H 4.03312 -2.29327 -1.13664
H 6.20753 -1.43274 -1.96672
H 5.84880 0.17042 -1.25106
H 6.27868 -1.18027 2.03905
H 5.89120 0.32114 1.14091
H 3.80331 -0.50522 2.08870
H 4.07781 -2.13352 1.40064
H 1.22127 -1.21041 -0.06619
H -1.28033 -1.17745 -0.05638
H -7.54388 1.72084 0.01752
*
```